18
Properties=species:S:1:pos:R:3:forces:R:3 method="wB97M-V/def2-TZVPD" homo_energy_ha=-0.3526 total_energy_ha=-381.24677 relative_energy_ev=1.0521 multiplicity=1 lumo_ev=0.74 gap_ha=0.3798 fmax_ev_per_a=0.90
H -2.734 1.652 -0.089 0.1 0.0 0.2
N -2.143 1.011 -0.613 -0.4 0.3 -0.7
C -1.394 0.281 0.088 0.1 -0.2 0.1
N -1.329 0.234 1.461 -0.1 -0.1 0.4
C -0.465 -0.714 -0.596 0.3 0.1 0.0
O -0.728 -2.034 -0.187 0.0 -0.2 0.2
C 0.957 -0.251 -0.334 -0.1 0.0 -0.1
C 1.743 -0.846 0.550 0.0 -0.2 0.0
C 1.359 0.963 -1.108 0.0 0.0 0.1
H -1.796 0.965 1.975 0.0 -0.1 0.0
H -0.477 -0.109 1.879 0.0 0.2 -0.1
H -0.671 -0.681 -1.669 0.0 0.1 0.1
H -0.865 -2.043 0.767 -0.1 -0.1 0.0
H 2.743 -0.496 0.741 0.2 0.2 0.0
H 1.445 -1.738 1.077 -0.1 -0.2 0.0
H 1.408 0.725 -2.171 0.0 0.0 -0.1
H 0.617 1.752 -0.988 0.0 0.1 -0.1
H 2.330 1.328 -0.784 0.1 0.1 0.0